[1]
91
Properties=species:S:1:pos:R:3:forces:R:3 method="wB97M-V/def2-TZVPD" s2=0.772 homo_energy_ev="-8.118 / -8.175" total_energy_ha=-8307.9779 spin_multiplicity=2 total_charge=0 lumo_energy_ev="-0.32 / 0.19"
H -2.706 -0.300 -4.268 0.0020 0.0252 0.0080
C -4.645 -0.227 1.249 0.0128 0.0098 0.0261
H 4.222 0.591 6.567 -0.0001 -0.0003 0.0024
H -5.858 2.014 0.775 -0.0024 0.0014 0.0089
H 5.571 -0.816 2.763 0.0247 0.0138 0.0230
C 0.702 -1.817 4.450 0.0028 -0.0008 0.0546
H -3.044 -2.431 0.265 0.0049 0.0002 -0.0100
C -4.959 0.317 -0.156 0.0104 0.0125 -0.0657
H -1.439 0.443 -3.264 -0.0110 0.0147 0.0017
O 2.138 1.429 0.594 -0.2147 0.1333 -0.2495
C 5.010 -0.183 4.729 0.0348 -0.0010 0.0291
O 2.092 2.396 -1.657 -0.0433 0.0206 0.0465
H -7.077 0.053 0.011 0.0051 0.0056 0.0080
C -0.143 0.315 5.309 -0.0033 0.0219 -0.0134
H -4.173 -1.697 -3.859 -0.0140 -0.0120 0.0031
C -3.697 -2.695 -0.568 0.0287 -0.0246 -0.0147
H 4.340 3.926 -0.297 0.0081 0.0328 0.0149
S -1.083 1.286 2.535 -0.0414 -0.0534 -0.0184
S -0.253 -1.329 1.593 0.0941 0.1041 -0.0812
C -1.988 -2.165 -2.257 0.0166 -0.0439 -0.0034
H -3.674 0.115 1.610 -0.0214 0.0018 -0.0127
V -0.745 0.568 0.337 -0.0364 0.0498 -0.0236
H -5.443 -1.967 -2.658 -0.0039 0.0064 0.0099
H -6.540 0.076 -1.665 -0.0002 0.0119 -0.0194
H -5.563 1.740 -2.884 -0.0071 -0.0048 0.0011
O 0.749 0.402 -1.120 -0.0757 -0.1010 0.5422
C 0.009 -0.590 4.216 0.0205 -0.0563 0.0053
H -4.679 -1.309 1.314 0.0023 -0.0009 -0.0144
H 2.440 1.895 5.462 -0.0218 -0.0017 0.0055
C 5.260 1.528 -2.411 -0.0353 -0.0195 0.0251
H 7.211 -0.150 -0.161 0.0183 0.0045 -0.0046
H 5.287 2.533 -2.831 0.0383 0.0015 -0.0197
C -3.461 1.125 -2.769 -0.0018 -0.0590 0.0214
H 5.785 -0.764 5.214 -0.0078 -0.0083 -0.0041
C 3.006 1.286 3.486 0.0501 0.0405 0.0413
H -6.278 -1.358 -0.663 -0.0087 0.0137 -0.0093
H -3.484 -3.731 -0.840 0.0050 -0.0082 -0.0046
N -0.271 1.049 6.185 0.0113 0.0147 0.0130
H 4.314 1.080 -2.704 -0.0110 0.0006 -0.0011
H -4.661 1.844 -4.388 0.0009 0.0022 -0.0004
C 2.810 -3.633 0.853 0.0083 0.0052 0.0176
H 5.235 3.594 1.195 0.0198 0.0149 0.0008
C 4.891 -0.204 3.348 -0.0053 0.0106 -0.0375
H -5.455 2.330 -0.903 0.0034 -0.0043 -0.0044
H -4.734 -2.654 -0.246 0.0047 0.0084 0.0038
C -2.400 0.608 -3.753 0.0058 0.0396 -0.0221
N 1.283 -2.793 4.635 -0.0055 -0.0194 -0.0472
C 3.324 -1.352 0.246 0.0872 -0.0857 0.0418
C 2.765 -3.982 -0.488 0.0044 -0.0046 -0.0350
C -3.420 -1.827 -1.806 -0.0263 0.0549 0.0292
C 5.269 3.524 0.108 -0.0488 -0.0297 -0.0118
H -1.922 -3.253 -2.329 -0.0016 -0.0116 -0.0134
Ge 5.445 1.663 -0.463 -0.0619 0.1105 -0.0103
H 2.967 -3.299 -2.514 0.0047 0.0112 -0.0064
H 7.978 1.421 -0.427 -0.0009 0.0186 -0.0072
H 6.104 4.121 -0.260 0.0050 -0.0028 -0.0054
H -5.202 0.274 -3.806 -0.0009 0.0097 0.0031
C 3.890 0.532 2.715 -0.1276 0.0968 0.0710
C 3.134 1.314 4.869 -0.0257 -0.0183 -0.0271
Ge 3.741 0.461 0.792 0.0937 -0.2293 -0.2331
H -2.021 2.472 -1.811 -0.0036 -0.0112 -0.0090
H -4.178 2.301 0.334 -0.0108 -0.0110 0.0012
C -6.280 -0.269 -0.664 -0.0034 -0.0063 0.0045
P -3.520 -0.029 -1.300 0.1904 -0.0171 0.1663
H -4.341 -3.268 -3.092 0.0026 -0.0030 0.0059
C -5.108 1.838 0.002 -0.0131 -0.0136 0.0279
H -2.255 1.379 -4.512 -0.0027 0.0071 -0.0065
O 0.117 2.419 -0.136 -0.0900 -0.2802 0.0575
C 3.089 -2.323 1.218 -0.0337 -0.0255 0.0117
H 3.105 -2.064 2.271 -0.0189 0.0006 -0.0301
C -4.409 -2.191 -2.918 -0.0073 -0.0220 -0.0156
H -1.733 -1.758 -3.230 0.0001 -0.0159 0.0386
S 1.318 1.716 -0.676 0.4806 0.1420 -0.0890
N -2.181 0.271 -0.452 -0.1855 0.1659 -0.0738
C 3.001 -3.024 -1.467 -0.0259 -0.0558 0.0063
H -2.847 3.113 -3.230 -0.0008 0.0134 -0.0009
H -1.241 -1.837 -1.535 -0.0135 -0.0035 0.0033
C -4.808 1.240 -3.490 -0.0077 -0.0023 -0.0150
C 7.164 0.911 0.089 -0.0065 -0.0670 0.0687
C -0.427 -0.268 2.964 -0.0188 0.0346 -0.1757
H 7.312 1.019 1.164 0.0065 0.0090 -0.0032
H 6.081 0.944 -2.827 -0.0139 -0.0041 -0.0092
C 3.286 -1.719 -1.100 0.0082 0.0853 0.0227
H 2.212 1.853 3.013 0.0078 -0.0126 -0.0050
H -5.408 0.166 1.923 -0.0117 -0.0113 0.0076
H 3.466 -0.977 -1.871 0.0029 -0.0133 -0.0055
C 4.133 0.578 5.489 0.0145 -0.0148 0.0162
H 2.548 -5.004 -0.774 -0.0052 0.0009 -0.0021
H 2.619 -4.373 1.620 -0.0067 0.0048 0.0044
H -3.687 3.044 -1.690 0.0043 -0.0144 -0.0133
C -2.981 2.518 -2.324 -0.0006 0.0182 -0.0164

[2]
93
Properties=species:S:1:pos:R:3:forces:R:3 method="wB97M-V/def2-TZVPD" s2=3.771 homo_energy_ev="-0.808 / -1.465" total_energy_ha=-4920.4159 spin_multiplicity=4 total_charge=-2 lumo_energy_ev="3.60 / 3.60"
H 2.025 0.044 -0.986 -0.0203 0.0012 -0.0069
C -1.445 -0.791 -3.988 -0.0595 0.0177 -0.0748
C 1.365 2.762 4.301 0.0766 -0.2157 -0.0490
C -0.610 3.827 3.082 0.0191 0.0434 0.0238
H -1.494 3.618 3.693 0.0103 -0.0418 -0.0166
H -2.861 3.342 -2.081 0.0163 -0.0018 0.0056
H 2.671 7.338 5.064 -0.0001 -0.0017 0.0025
H 0.929 -4.825 -3.812 -0.0338 -0.0012 -0.0041
H -4.857 1.057 3.554 0.0105 0.0082 -0.0039
H 2.798 -4.362 -0.657 -0.0171 -0.0030 -0.0026
P 0.591 -1.921 -2.450 0.3490 -0.1210 0.0675
H 3.737 -0.644 -4.268 0.0026 0.0097 0.0028
C 1.766 -4.486 -3.200 0.0163 0.0131 -0.0325
H -0.556 -4.765 -1.756 -0.0781 0.0056 -0.0592
C 3.282 1.681 5.539 0.0075 0.0216 0.0162
O -2.661 -2.207 0.082 0.1122 0.1426 0.0840
H -1.168 -4.196 -3.653 0.0450 -0.0487 0.0295
C 2.814 4.141 5.643 -0.0009 0.0124 -0.0234
H -2.032 -3.083 -2.573 0.0052 -0.0115 0.0396
O -4.594 -2.517 -1.005 0.0489 -0.0065 -0.0238
C 1.397 0.444 -3.678 0.0591 0.0307 -0.0001
C -2.448 -1.162 3.401 0.2253 0.1682 -0.0800
H -2.372 -0.994 -4.535 0.0096 -0.0213 0.0117
H 0.303 3.383 -0.179 0.1369 0.0163 0.0770
H -0.095 -3.776 -0.368 -0.0094 0.0338 0.0614
C -3.074 2.323 -1.793 0.0178 -0.0169 -0.0082
H 3.381 -2.993 -1.594 -0.0007 -0.0074 0.0094
Ti -0.935 -0.766 0.393 0.6314 -0.4706 -1.0669
H -5.187 -2.001 -1.561 -0.0152 0.0043 -0.0132
H -1.758 -1.954 3.640 -0.0226 -0.0356 -0.0152
N -2.236 -0.406 2.337 -0.0262 -0.1321 -0.3175
H -0.768 4.778 2.570 -0.0229 0.0092 0.0270
N -3.201 0.524 2.333 0.0174 0.0508 0.0879
C -1.615 -3.207 -3.574 -0.0052 0.0223 0.0065
H -0.924 0.005 -4.515 -0.0888 -0.0387 0.0400
H 3.676 4.231 6.298 -0.0080 -0.0031 0.0021
H 2.637 0.931 6.006 0.0032 -0.0023 -0.0054
H 0.407 6.012 4.207 0.0012 -0.0064 0.0050
H -4.919 2.187 -2.867 -0.0021 0.0010 -0.0039
C -0.950 2.035 -0.418 0.0610 0.1519 0.2476
I -4.335 -1.406 5.868 0.0541 0.0449 -0.1181
C 2.509 -3.394 -1.079 0.0509 0.0106 -0.0813
C 0.006 -2.372 -5.273 -0.0105 -0.0095 -0.0130
H 4.073 1.956 6.240 -0.0107 -0.0031 -0.0011
H -5.372 -0.143 -2.269 0.0023 -0.0196 0.0117
C -0.620 -2.086 -3.904 0.0638 -0.0142 -0.0123
H 3.388 -1.013 -1.286 -0.0490 0.0300 0.0234
H 0.792 -5.259 -0.737 -0.0096 0.0183 -0.0033
C 1.314 -3.622 -2.019 -0.0154 0.0528 -0.0467
S 0.681 -2.081 1.963 -0.3652 -0.1553 -0.0356
C -3.543 -0.348 -1.053 -0.1127 0.1101 -0.0124
H 0.628 -1.546 -5.621 -0.0489 -0.0489 0.0011
C 0.619 3.895 3.957 -0.0122 0.0265 -0.0076
C -4.215 1.660 -2.230 -0.0050 -0.0225 0.0199
C 0.285 -4.394 -1.178 0.0059 -0.0295 -0.0727
H 3.589 -2.222 -3.510 0.0104 0.0193 0.0079
C 2.731 -0.282 -1.748 0.0438 -0.0004 -0.0493
H 3.746 1.218 4.665 0.0117 0.0193 -0.0099
H -1.708 -0.436 -2.995 -0.0342 0.0365 0.0856
H 2.187 1.192 -3.796 0.0091 -0.0023 0.0135
H 3.352 0.576 -2.028 -0.0105 -0.0160 -0.0222
H 2.262 -5.379 -2.806 -0.0063 -0.0023 0.0106
H 3.351 6.560 6.496 -0.0039 -0.0024 -0.0033
C 0.991 5.134 4.476 0.0146 -0.0132 -0.0467
Te 0.716 0.817 3.589 -0.2807 0.3854 0.2979
C -2.172 1.605 -0.957 -0.1654 -0.0213 -0.0259
H -2.438 -3.161 -4.294 0.0052 -0.0015 0.0115
C 2.461 6.628 5.868 -0.0061 -0.0025 -0.0089
O -0.556 3.327 -0.614 -0.0622 -0.0604 -0.2047
H 0.608 -3.281 -5.280 -0.0184 0.0369 -0.0141
H -0.542 3.040 2.333 0.0127 -0.0132 -0.0146
H 2.245 -2.739 -0.249 0.0209 0.0304 0.0090
Sb 2.633 -1.336 3.111 0.1217 0.0311 0.0081
C 3.019 -1.418 -3.973 0.0319 0.0320 -0.0149
N -0.105 -1.313 -1.221 -0.4544 0.2123 0.5264
H 2.481 -3.974 -3.848 -0.0798 -0.0806 0.0419
H 0.996 0.233 -4.670 0.0556 0.0361 0.0486
C 2.007 -0.795 -3.005 -0.0412 0.0019 -0.0467
H -3.228 1.181 1.569 -0.0372 -0.0427 -0.0740
H 0.611 0.880 -3.058 -0.0044 0.0063 -0.0020
C 2.473 2.886 5.146 -0.0033 -0.0619 0.0036
N -2.452 0.322 -0.575 0.0120 0.0609 0.1800
S 4.153 -0.476 1.626 -0.0062 0.0231 0.0233
C -4.481 0.339 -1.885 0.0351 0.0179 -0.0235
C 2.083 5.276 5.319 0.0127 -0.0175 0.0161
C -3.555 -1.696 -0.636 -0.0724 -0.1439 0.1307
O -0.216 1.294 0.310 -0.1517 -0.0583 0.1644
H -0.800 -2.501 -6.005 -0.0093 -0.0071 0.0049
H 1.655 7.049 6.473 0.0026 -0.0016 -0.0016
H 2.555 -1.802 -4.885 0.0709 0.0205 0.0803
S -0.279 0.104 5.576 0.1424 0.0733 0.0171
C -4.030 0.391 3.383 0.0220 0.0646 -0.1457
C -3.574 -0.693 4.087 -0.1975 -0.1260 0.3346

[3]
85
Properties=species:S:1:pos:R:3:forces:R:3 method="wB97M-V/def2-TZVPD" s2=2.007 homo_energy_ev="-7.581 / -7.597" total_energy_ha=-3908.0944 spin_multiplicity=3 total_charge=0 lumo_energy_ev="-0.22 / -0.38"
C 3.045 -4.392 -3.626 -0.2816 0.8062 0.8327
H -2.463 4.435 -1.702 -0.3114 0.0488 -0.0687
H 1.005 -3.829 2.218 0.4267 -0.0339 0.3425
C 3.250 0.666 -3.337 0.6340 0.2393 0.3761
C -0.652 2.812 2.364 -0.5321 0.4146 0.3096
C -0.003 -0.372 4.105 0.0657 0.8387 0.5405
H 0.382 0.631 -2.137 -0.0468 -0.2067 -0.2860
H 2.285 -1.332 -4.678 0.1362 0.0033 -0.0017
C -2.697 2.269 -1.396 0.5221 0.1565 -1.0270
H 1.268 3.456 3.090 0.1287 0.1674 -0.3754
H 4.850 1.912 -4.199 -0.0943 -0.0388 0.1447
H -0.362 -3.251 5.265 -0.1878 -0.0009 0.0849
H 3.150 3.065 -0.011 -0.4193 -0.4045 0.6445
H 4.509 -0.413 -0.520 0.0450 0.0354 -0.1970
C 2.051 1.351 0.609 0.5410 -0.0215 0.2453
H 2.923 0.683 0.634 -0.3211 0.3483 -0.6240
H 1.089 -0.201 4.179 -0.3885 -0.5194 -0.1023
P -2.187 -0.530 -1.495 -1.8917 1.4784 -3.0737
C -5.103 -1.245 -4.215 0.9510 0.3808 1.0564
N -3.617 -0.990 -2.493 -0.4561 -0.8006 -0.3301
H -1.108 2.724 3.347 -0.9795 1.3349 -0.1303
H -0.321 1.240 7.127 -0.0849 -0.3989 -0.1601
H -1.248 0.451 0.213 0.6571 0.8804 0.4934
H 0.815 -0.229 -3.623 0.0283 -0.0678 0.5844
C -1.826 1.663 -3.387 -0.1559 0.6103 0.5463
H -5.686 -1.031 -5.108 0.1270 -0.0579 0.3517
C -0.837 -1.154 -2.617 0.0420 -0.2340 0.0741
N 3.158 -0.089 -2.168 0.0153 0.3073 0.8372
H -3.432 -0.595 5.611 -0.0884 0.2852 -0.0259
C 3.013 -3.438 -4.696 -0.7409 0.5614 1.1181
H 1.775 -2.234 2.373 -0.0598 -0.1552 0.1366
H 0.426 3.890 0.092 0.0528 -0.3779 0.2492
H 0.735 -0.377 0.853 0.4802 0.0880 -0.1133
H 6.176 1.244 -1.884 -0.1219 -0.0805 -0.1143
N 2.271 -2.411 -2.805 -0.2888 -1.0147 0.3154
H -5.734 -3.310 -3.580 0.1262 0.0722 0.0914
N -2.291 1.166 -2.161 0.1563 0.1789 0.5009
C -4.207 -2.255 -2.385 -0.2566 0.6008 -0.7246
H 3.326 -3.592 -5.716 -0.1209 -0.0093 -0.0127
C -0.214 0.145 7.187 -0.0595 -0.3881 0.3133
H 0.684 0.809 2.088 -0.1158 -0.1297 0.3161
H -2.235 2.608 1.014 -0.7279 -1.4339 0.9114
H -2.091 -2.947 5.776 0.1438 -0.1847 -0.1730
H -0.758 -2.773 6.892 0.0639 -0.3374 -0.0332
H 1.775 4.621 0.826 -0.0022 0.2424 0.0609
H 3.317 -5.442 -3.693 0.0605 0.3504 0.0834
C -1.052 -2.617 5.849 -0.1861 0.2703 0.7362
H -0.411 0.582 3.709 -0.0128 -0.7664 -0.0078
H -3.928 -2.896 -1.569 -0.0191 -0.1807 0.0764
H -3.931 0.640 -3.902 -0.0561 -0.3303 0.0882
H -2.738 1.045 5.670 0.0682 -0.3141 -0.0580
P 1.813 -1.179 -1.565 2.1815 0.2368 -3.5463
C 1.203 3.693 0.851 0.0261 1.6466 0.2587
C 0.494 -0.370 -2.581 -0.1654 0.2684 0.2943
C 5.191 0.926 -2.198 -0.7294 -0.8148 0.4051
H -3.269 2.117 -0.486 0.4512 0.0379 -0.1966
C -1.909 3.052 -3.383 0.2119 -1.3474 0.4899
H -0.278 1.705 -0.603 -0.0700 -0.1344 0.0548
C 4.493 1.287 -3.391 -0.8963 -0.6291 0.5022
C 0.545 3.685 2.286 1.7960 -1.2561 -0.6063
H 0.207 4.725 2.483 -0.0902 -0.6329 -0.1239
H -0.674 -2.195 -2.287 -0.1058 0.1865 -0.2279
Ni -0.425 -2.193 3.438 0.4956 0.7376 -0.0577
H -0.713 -0.195 8.107 0.2251 0.1625 -0.0800
C 1.241 -3.017 2.930 0.1899 -0.4742 -0.4179
H -2.761 0.139 4.146 0.1824 -0.1196 0.2840
C 2.615 -3.731 -2.474 0.0291 0.1400 -1.0574
C -0.520 1.286 0.383 0.4823 0.7562 -0.4535
H -1.532 0.984 -4.173 0.0389 0.1393 0.0946
H -1.722 3.697 -4.231 0.2132 -0.0781 0.2085
H 2.516 -4.064 -1.446 0.0376 -0.0031 -0.2694
H 1.875 -3.352 3.775 -0.4073 -0.0008 -0.5149
C -4.189 -0.374 -3.624 -0.2155 -0.7672 -0.0280
C -2.621 0.041 5.233 -0.2310 -0.4680 0.4298
C 0.761 0.704 1.017 -0.5185 0.2140 0.0377
C -2.370 3.433 -2.084 -0.7091 -1.0576 0.1837
Si -0.929 -0.730 5.676 0.0143 1.7858 -1.0954
C -5.117 -2.437 -3.415 0.5858 0.4695 0.3164
C -1.242 2.266 1.279 0.3020 -0.0746 0.0246
C 4.364 0.067 -1.479 -0.1379 0.6780 -0.8020
C 2.498 -2.257 -4.175 0.3364 -0.9433 0.2885
C 2.219 2.669 0.438 0.0125 -0.8979 -0.0315
H 2.432 0.723 -4.042 0.2680 0.0656 0.1564
H -1.204 -1.203 -3.659 -0.0135 -0.0186 0.5739
H 0.862 -0.069 7.265 -0.2544 -0.0195 0.0830